1.
A structure of composition C36H32BrClN2O4P2Zn, computed with ωB97M-V/def2-TZVPD.

```
79
Properties=species:S:1:pos:R:3:forces:R:3:mulliken_charge:R:1
Zn 0.18581 0.53503 -0.69705 0.32 0.08 -0.46 2.155
C -1.12247 -0.06848 -3.74417 -0.02 -0.12 0.13 -1.005
P 2.07960 0.57404 -2.11462 -0.26 -0.26 0.26 -0.287
C 3.41796 0.60845 -0.84772 0.09 0.09 -0.11 0.563
C 3.86337 -0.49519 -0.11955 0.01 0.11 0.02 -0.150
C 4.85608 -0.35468 0.83745 0.01 -0.08 0.01 -0.617
C 5.42452 0.88565 1.09123 -0.01 0.01 0.03 -0.697
C 5.00350 1.98680 0.36236 0.02 0.04 0.03 -0.577
C 4.02021 1.84513 -0.60550 0.00 -0.08 -0.02 -0.571
C 2.24512 -1.11295 -2.82867 0.08 0.17 -0.08 0.866
C 1.86063 -2.28807 -2.19109 0.02 -0.01 -0.04 0.499
C 2.04581 -3.52396 -2.79068 -0.04 -0.06 0.03 -0.847
C 2.61034 -3.60210 -4.05540 0.01 -0.04 -0.06 -0.694
C 2.97418 -2.43947 -4.71947 -0.02 0.02 -0.04 -0.617
C 2.78987 -1.20570 -4.11141 -0.02 -0.03 0.07 -1.065
C -1.27544 -1.09144 -2.90454 0.00 -0.09 -0.22 0.748
C -1.77167 -2.43242 -3.21434 0.00 -0.04 0.04 -1.069
C -1.92427 -3.06977 -2.04216 -0.02 -0.05 -0.04 -1.091
C -1.50351 -2.13580 -1.00048 0.01 0.19 -0.12 -0.495
C -1.54796 -2.37248 0.45939 0.44 -0.11 0.14 0.045
P 0.06064 -3.15340 1.07840 -0.35 -0.01 0.22 -0.082
C -0.59885 -4.44945 2.21246 0.17 0.02 -0.17 0.569
C -1.62705 -4.23765 3.12834 0.02 -0.03 0.00 -0.108
C -1.98847 -5.23781 4.01572 -0.07 0.06 0.02 -0.774
C -1.33316 -6.46240 3.99612 0.01 -0.03 0.00 -0.464
C -0.32025 -6.68887 3.07837 -0.02 -0.03 0.03 -0.583
C 0.04284 -5.68506 2.19045 0.00 0.05 -0.02 -0.465
C 0.61735 -1.92614 2.33506 0.04 -0.04 -0.20 0.673
C 1.98286 -1.94360 2.61934 0.00 0.03 0.00 -0.640
C 2.52173 -1.08338 3.56317 0.07 -0.02 0.04 -0.329
C 1.70202 -0.18314 4.22622 -0.01 -0.11 0.10 -0.799
C 0.34086 -0.16396 3.95795 -0.10 -0.14 0.09 -0.746
C -0.19980 -1.03149 3.02123 0.02 -0.08 0.17 0.000
N -1.09397 -1.00909 -1.50837 0.04 0.01 0.31 0.569
H -1.31106 -0.19230 -4.80121 0.01 -0.01 0.00 0.325
H -0.83883 0.90835 -3.38018 0.07 0.04 -0.04 -0.001
H 3.43176 -1.47114 -0.29697 -0.02 -0.03 0.00 0.151
H 5.18341 -1.22390 1.39644 0.01 0.00 -0.01 0.479
H 6.18951 0.99112 1.84995 0.01 0.00 -0.01 0.384
H 5.44798 2.95826 0.54440 -0.01 0.00 -0.02 0.425
H 3.70888 2.70370 -1.19082 0.03 0.02 0.00 0.470
H 1.40886 -2.23535 -1.21267 0.00 -0.06 0.13 0.173
H 1.74359 -4.42355 -2.26650 0.01 0.01 -0.01 0.463
H 2.76625 -4.56451 -4.52680 -0.03 0.00 0.01 0.386
H 3.39943 -2.49419 -5.71415 0.02 0.00 0.02 0.402
H 3.07010 -0.29432 -4.62645 0.03 -0.02 -0.02 0.398
H -1.99231 -2.78903 -4.20835 -0.01 0.00 0.02 0.503
H -2.29253 -4.06701 -1.85665 -0.01 0.01 -0.04 0.590
H -2.36554 -3.04404 0.71442 -0.06 0.05 -0.01 0.825
H -1.67452 -1.40689 0.94264 -0.18 -0.11 0.06 -0.336
H -2.14220 -3.28532 3.15939 0.01 0.03 0.03 0.311
H -2.77904 -5.05761 4.73329 -0.01 -0.01 -0.01 0.396
H -1.61583 -7.23545 4.69901 0.01 -0.01 -0.01 0.375
H 0.19037 -7.64308 3.05535 0.00 0.00 0.00 0.398
H 0.83867 -5.85430 1.47420 0.00 -0.01 0.02 0.329
H 2.62726 -2.63978 2.09336 0.01 0.03 -0.02 0.318
H 3.58384 -1.10784 3.77137 0.00 0.03 -0.03 0.389
H 2.12330 0.51615 4.93750 0.01 -0.04 0.05 0.428
H -0.30842 0.53297 4.47252 0.02 0.03 -0.02 0.361
H -1.26397 -0.98561 2.83345 0.04 -0.02 0.01 0.415
C 1.68161 5.47123 -2.92238 0.00 -0.07 -0.03 -1.444
C 1.58515 4.77685 -1.59595 -0.02 0.02 0.02 0.387
C 2.20028 5.27067 -0.44984 -0.03 -0.06 0.03 -0.485
C 2.16634 4.54370 0.72659 0.00 0.03 0.00 -0.941
C 1.53568 3.31011 0.70235 0.05 -0.05 -0.10 0.081
Br 1.67665 2.15055 2.19001 -0.05 0.21 -0.23 -0.002
N 0.88662 2.84906 -0.35223 0.10 0.02 0.34 0.181
C 0.90031 3.57821 -1.46877 -0.12 0.08 0.14 -0.452
H 1.96325 6.51612 -2.80271 -0.05 0.02 -0.02 0.392
H 0.73937 5.41392 -3.46713 0.00 0.06 0.01 0.367
H 2.44200 4.98714 -3.53962 0.00 0.03 0.00 0.284
H 2.71510 6.22345 -0.47915 0.00 0.01 -0.01 0.391
H 2.62675 4.90520 1.63407 0.06 -0.04 -0.02 0.501
H 0.32292 3.17439 -2.29159 0.08 -0.01 -0.08 0.453
O -1.69314 1.74120 -0.98226 0.19 0.09 -0.50 -0.744
Cl -2.13758 1.46979 0.37471 -1.03 0.58 -0.02 1.958
O -3.25621 0.59508 0.35750 -0.25 -0.15 0.06 -0.676
O -2.40945 2.68516 1.04539 -0.04 0.14 0.24 -0.698
O -1.01816 0.78191 1.03573 0.74 -0.28 -0.06 -0.827
```
Forces are in eV/Å.

Computed properties:
Highest occupied orbital energy ... -7.3807 eV
Max |F| ... 1.2 eV/Å
Kohn-Sham gap ... 6.63 eV

2.
A cluster of 2 separate species, C36H32Cl4N2O3 in total, computed with ωB97M-V/def2-TZVPD.

```
77
Properties=species:S:1:pos:R:3:forces:R:3:mulliken_charge:R:1
Cl -4.22733 -2.02247 5.49564 -0.03 0.05 0.12 -0.163
C -4.19282 -0.90776 4.20125 2.21 0.20 -0.52 0.496
C -2.97759 -0.52993 3.64454 -1.14 -1.09 1.25 0.032
Cl -1.49062 -1.13346 4.23115 0.01 0.03 -0.04 -0.125
C -2.92708 0.20996 2.39798 0.25 0.06 -1.86 -0.038
O -2.05295 0.05498 1.54541 -1.34 0.13 1.87 0.024
C -4.20656 0.94873 1.99330 0.86 1.58 -1.79 -0.027
O -4.18756 1.78189 1.08199 -0.07 -1.42 1.71 -0.572
C -5.43331 0.48959 2.62466 -0.70 -1.17 1.17 0.339
Cl -6.88534 1.10408 1.97344 -0.16 0.12 0.06 -0.131
C -5.43608 -0.44250 3.64586 -0.49 1.41 -1.55 0.019
Cl -6.92212 -1.05731 4.23589 0.21 0.06 0.08 -0.162
C 6.35704 2.23766 0.39048 0.26 0.07 0.08 -1.704
C 5.13364 1.61692 -0.21348 -0.43 -0.12 -0.03 0.730
C 4.00099 2.39377 -0.46667 -0.08 -0.40 -0.37 -0.909
C 2.86324 1.84955 -1.07727 0.15 -0.26 0.30 0.527
C 1.82250 2.77857 -1.62135 -0.32 0.55 0.11 -1.631
C 2.80027 0.45150 -1.23434 1.06 0.41 -0.09 0.546
N 1.61551 -0.18683 -1.71868 -0.75 -1.04 -0.28 1.266
C 0.41138 -0.30058 -1.09472 -0.44 0.89 -2.42 -1.227
C -0.09702 0.70044 -0.16156 0.36 1.59 5.01 1.658
C 0.40615 0.77985 1.21446 -0.19 -0.88 -3.04 2.070
C 0.11884 2.03937 1.93406 -0.07 0.33 0.28 -2.671
C 1.45562 -0.10534 1.66565 0.54 -0.15 0.39 0.354
C 1.53758 -1.48078 1.33020 -0.16 0.31 -0.04 -0.092
C 2.65296 -2.24157 1.64843 0.23 -0.02 0.34 -0.817
C 3.71661 -1.68321 2.35693 0.11 -0.10 -0.35 -0.599
C 3.64994 -0.34046 2.73105 -0.27 -0.01 0.32 -0.740
C 2.51796 0.41297 2.46119 -0.10 -0.05 -0.36 -0.904
O -0.91795 1.53717 -0.59061 0.09 -0.48 -1.10 -0.772
N -0.44650 -0.89993 -1.97394 1.61 -0.54 0.39 0.727
C -1.86962 -0.90007 -1.87210 -1.01 0.00 0.14 -0.117
C -2.50122 -1.49542 -0.77228 -0.32 0.18 -0.40 0.283
C -1.74194 -2.35400 0.18197 0.05 -0.03 0.55 -0.874
C -3.87327 -1.28241 -0.60213 0.33 -0.14 -0.59 -0.603
C -4.62832 -0.60073 -1.56008 0.45 -0.08 0.15 0.652
C -6.11001 -0.47642 -1.37235 -0.27 0.12 0.02 -1.357
C -3.97725 -0.06998 -2.67703 0.05 -0.35 0.26 -1.188
C -2.59688 -0.21031 -2.84973 -0.29 0.09 0.59 1.194
C -1.94116 0.44341 -4.01843 -0.08 0.35 -0.58 -1.528
C 0.29170 -1.32984 -3.06610 -0.70 0.17 -0.01 -1.718
C 1.53979 -0.87647 -2.92785 0.53 0.49 0.44 -0.485
C 3.95584 -0.33098 -1.08823 -0.07 0.40 0.55 0.990
C 4.00092 -1.77655 -1.46410 0.30 -0.58 0.05 -2.030
C 5.11040 0.26885 -0.57199 -0.21 0.22 -0.12 -0.959
H 7.12531 1.47507 0.54999 -0.05 0.19 0.03 0.361
H 6.77305 3.01255 -0.26803 -0.08 -0.17 0.15 0.372
H 6.13105 2.71337 1.35419 0.03 -0.13 -0.20 0.348
H 4.01242 3.46482 -0.24872 0.05 -0.28 -0.16 0.468
H 1.39224 2.41890 -2.56588 0.02 -0.02 0.32 0.212
H 1.00353 2.96971 -0.91724 0.05 -0.20 -0.22 0.203
H 2.29473 3.74961 -1.82591 -0.10 -0.27 0.00 0.601
H 0.23074 1.87288 3.01637 -0.14 0.25 -0.21 0.447
H 0.84162 2.82061 1.62405 -0.31 -0.02 0.23 0.398
H -0.89719 2.39110 1.69670 0.41 -0.04 0.10 0.397
H 0.68384 -1.97539 0.87229 0.37 0.16 -0.01 0.225
H 2.68108 -3.29442 1.36511 -0.02 0.20 0.12 0.413
H 4.58867 -2.28555 2.60918 -0.18 0.14 -0.08 0.416
H 4.47794 0.12194 3.26862 -0.18 -0.15 -0.04 0.442
H 2.45742 1.44487 2.81323 0.12 -0.29 -0.22 0.314
H -2.43429 -2.82700 0.88768 0.11 -0.05 -0.19 0.527
H -1.16495 -3.13590 -0.32758 -0.08 0.17 0.07 0.269
H -1.08087 -1.73318 0.79286 -0.09 -0.23 -0.16 0.078
H -4.36747 -1.69979 0.27762 0.09 -0.01 -0.22 0.534
H -6.57273 -0.03136 -2.25996 -0.01 -0.09 0.21 0.385
H -6.56559 -1.46144 -1.19172 0.11 0.27 -0.09 0.335
H -6.34062 0.15559 -0.50341 0.06 -0.12 -0.28 0.083
H -4.55935 0.48108 -3.41919 0.21 -0.18 0.16 0.277
H -2.72316 0.87146 -4.65602 0.24 -0.03 0.06 0.435
H -1.27263 1.26224 -3.72047 -0.06 -0.24 0.08 0.242
H -1.37737 -0.26604 -4.63164 -0.09 0.23 0.05 0.351
H -0.16717 -1.84446 -3.88210 -0.06 -0.25 -0.08 0.877
H 2.38589 -0.92150 -3.58024 0.08 -0.11 -0.11 0.843
H 4.93892 -2.20718 -1.09089 -0.24 0.04 -0.12 0.426
H 3.18295 -2.36073 -1.02559 0.07 0.21 -0.18 0.270
H 3.99223 -1.91021 -2.55526 0.01 -0.05 0.31 0.425
H 6.01144 -0.33562 -0.44855 -0.27 0.13 0.01 0.260
```
Forces are in eV/Å.

Computed properties:
Highest occupied orbital energy ... -5.8720 eV
Max |F| ... 5.3 eV/Å
Kohn-Sham gap ... 3.83 eV

Question: Which of these has the lowest Kohn-Sham gap?
Answer: C36H32Cl4N2O3

Question: Kohn-Sham gap of number 2 (C36H32Cl4N2O3)?
Answer: 3.83 eV

Question: The lowest highest occupied orbital energy belongs to which entry?
Answer: C36H32BrClN2O4P2Zn